9
Properties=species:S:1:pos:R:3:nbo_charge:R:1 method="wB97M-V/def2-TZVPD" homo_ha="-0.2958 / -0.2958" smiles="CN/N=N/I" total_charge=0 orbital_gap_ev="8.0 / 8.0"
C 0.085 -0.142 -1.460 -0.43
N 0.144 0.582 0.779 0.05
N -0.250 0.006 2.172 -0.60
N 0.294 -0.367 -0.036 -0.32
I -0.059 1.417 3.590 0.27
H -0.433 0.764 -1.478 0.22
H 0.954 -0.002 -2.215 0.23
H -0.644 -0.953 -1.638 0.21
H -0.090 -1.303 0.286 0.37